Arrangement w

C7H13N2 as an isolated structure, computed with the ωB97M-V functional and the def2-TZVPD basis.

Last column: Löwdin charge in e.
Element x y z (Å)
C 2.208 0.732 1.230  -0.129
C -2.639 -0.164 -0.107  0.203
C -0.781 1.292 -0.525  -0.062
C 1.061 1.741 1.109  0.044
C 1.484 -0.157 0.201  -0.368
C 0.497 0.949 0.207  -0.214
C -0.927 -0.891 -1.554  -0.003
N -1.568 0.082 -0.730  -0.142
N 0.894 -1.375 0.632  0.011
H 3.130 1.247 0.722  0.136
H 2.744 0.606 2.250  0.143
H -3.183 -1.020 -0.407  0.112
H -3.184 0.613 0.463  0.146
H -1.329 1.994 0.134  0.145
H -0.697 1.898 -1.437  0.153
H 1.024 2.713 1.443  0.099
H -0.852 -0.466 -2.527  0.111
H -0.050 -1.290 -1.146  0.048
H -1.600 -1.810 -1.718  0.148
H 1.640 -2.106 0.663  0.114
H 0.572 -1.471 1.624  0.123
H 2.245 -0.296 -0.645  0.184

## Properties
- total charge = +1
- lowest unoccupied orbital energy (hartree) = -0.1659

=====

Arrangement x

An isolated ion of composition C7H13N2 and charge +1, computed with the ωB97M-V functional and the def2-TZVPD basis.

Last column: Löwdin charge in e.
Element x y z (Å)
N -0.851 -0.327 -2.370  0.241
C 0.064 -0.648 -1.125  -0.271
N 1.376 -0.085 -1.189  0.072
C 2.006 -0.026 -0.093  -0.119
C 1.511 -0.449 1.274  -0.124
C 0.047 -0.241 1.482  -0.252
C -0.444 1.244 1.527  -0.091
C -1.331 0.977 0.306  -0.132
C -0.775 -0.429 0.152  -0.241
H -1.578 -1.015 -2.507  0.163
H -0.401 -0.437 -3.293  0.173
H -1.120 0.658 -2.510  0.161
H 0.331 -1.784 -1.093  0.194
H 2.954 0.426 -0.350  0.127
H 1.875 -1.613 1.199  0.197
H 1.985 -0.024 2.037  0.070
H -0.195 -0.910 2.423  0.185
H 0.502 1.755 1.385  0.121
H -0.864 1.479 2.403  0.073
H -2.426 1.107 0.628  0.143
H -1.116 1.613 -0.678  0.137
H -1.548 -1.271 0.390  0.175

## Properties
- structure (SMILES) = [NH3+][C@H]1N=CC[C@H]2CC[C@H]21
- total charge = +1
- lowest unoccupied orbital energy (hartree) = -0.1282

=====

Energies relative to the most stable structure are arrangement w 15.9; arrangement x 0.0, reported in kcal/mol.

=====

Arrangement w

An isolated ion of composition C7H13N2 and charge +1, computed with the ωB97M-V functional and the def2-TZVPD basis.

Last column: Löwdin charge in e.
Element x y z (Å)
C 1.294 -2.544 -0.142  -0.079
N 0.769 -1.258 0.199  -0.270
C -0.650 -1.369 0.464  -0.054
C -0.989 0.258 0.545  -0.148
C -2.034 1.261 0.761  0.024
C -1.302 1.106 -0.681  -0.029
C 0.083 0.984 -0.228  -0.252
N 0.826 2.368 0.225  0.257
C 1.058 -0.108 -0.673  -0.089
H 0.638 -2.935 -0.948  0.100
H 2.359 -2.487 -0.326  0.090
H 1.155 -3.213 0.770  0.118
H -0.670 -1.949 1.366  0.117
H -1.294 -1.746 -0.340  0.128
H -2.110 2.158 1.316  0.092
H -3.000 0.817 0.697  0.103
H -1.883 1.093 -1.570  0.131
H 1.540 2.384 -0.501  0.148
H 1.140 2.514 1.170  0.153
H 0.011 3.043 -0.040  0.203
H 0.973 -0.381 -1.699  0.125
H 2.086 0.003 -0.367  0.130

## Properties
- structure (SMILES) = CN1C[C@]23C[C@H]2[C@]3([NH3+])C1
- total charge = +1
- lowest unoccupied orbital energy (hartree) = -0.1213

=====

Arrangement x

An isolated ion of composition C7H13N2 and charge +1, computed with the ωB97M-V functional and the def2-TZVPD basis.

Last column: Löwdin charge in e.
Element x y z (Å)
C 0.564 1.387 1.806  -0.049
C 0.502 1.024 0.383  -0.269
C -0.695 1.012 -0.423  -0.273
C -0.658 1.668 -1.767  -0.037
C -0.116 -0.330 -0.057  -0.235
C 0.583 -1.393 -0.969  -0.047
N 0.266 -2.624 -0.304  0.086
C -0.447 -2.424 0.840  -0.002
N -0.756 -1.171 0.989  0.169
H -0.295 1.122 2.415  0.079
H 0.685 2.482 1.784  0.097
H 1.637 1.159 2.153  0.123
H 1.361 1.361 -0.243  0.169
H -1.571 1.197 0.160  0.143
H -0.514 2.794 -1.664  0.122
H -1.364 1.309 -2.580  0.111
H 0.293 1.386 -2.176  0.060
H 0.106 -1.610 -1.970  0.162
H 1.620 -1.065 -0.896  0.139
H 0.680 -3.334 -0.761  0.116
H -0.680 -3.235 1.491  0.162
H -1.202 -0.716 1.790  0.176

## Properties
- structure (SMILES) = C[C@@H]1[C@@H](C)C12CNC=[NH+]2
- total charge = +1
- lowest unoccupied orbital energy (hartree) = -0.1267

=====

Energies relative to the most stable structure are arrangement w 56.8; arrangement x 0.0, reported in kcal/mol.

=====

Arrangement w

A 2-piece molecular cluster, C7H13N2 overall, computed with the ωB97M-V functional and the def2-TZVPD basis.

Last column: Löwdin charge in e.
Element x y z (Å)
C 3.785 0.055 1.040  0.027
C 2.925 -1.013 -0.834  -0.100
C -1.742 -0.257 -0.035  -0.213
C -2.049 1.053 0.086  -0.203
C 2.015 0.146 -0.336  0.085
C -1.916 -1.264 1.049  -0.136
C -2.064 2.056 -1.005  -0.108
N 3.943 -0.956 0.184  0.100
N 2.665 0.658 0.685  0.044
H 4.562 0.538 1.570  0.167
H 2.242 -1.919 -0.838  0.170
H 3.349 -0.806 -1.777  0.130
H -1.534 -0.666 -1.019  0.099
H -2.545 1.264 1.036  0.101
H -2.584 -1.008 1.930  0.094
H -0.916 -1.592 1.438  0.069
H -2.485 -2.124 0.756  0.055
H -3.111 2.034 -1.409  0.098
H -1.370 1.604 -1.680  0.053
H -1.847 3.109 -0.769  0.077
H 4.728 -1.619 0.201  0.190
H 2.130 1.364 1.252  0.200

## Properties
- total charge = +1
- lowest unoccupied orbital energy (hartree) = -0.2157

=====

Arrangement x

An isolated ion of composition C7H13N2 and charge +1, computed with the ωB97M-V functional and the def2-TZVPD basis.

Last column: Löwdin charge in e.
Element x y z (Å)
C -1.226 -1.821 -0.443  -0.005
C -0.386 -1.024 0.585  -0.322
C -0.985 -0.799 2.036  -0.003
C -0.135 0.289 -0.023  -0.158
C -1.090 1.316 -0.333  0.053
C -0.347 2.299 -0.978  -0.014
N 0.925 1.883 -1.146  0.091
N 1.055 0.725 -0.494  -0.081
C 2.354 0.144 -0.533  0.053
H -2.165 -1.320 -0.665  0.098
H -1.555 -2.661 0.178  0.093
H -0.628 -2.259 -1.150  0.059
H 0.570 -1.482 0.816  0.122
H -0.190 -0.968 2.791  0.103
H -1.710 -1.538 2.132  0.051
H -1.551 0.137 2.086  0.082
H -2.143 1.273 -0.020  0.139
H -0.496 3.302 -1.341  0.138
H 1.661 2.279 -1.771  0.217
H 3.116 0.784 -0.187  0.102
H 2.266 -0.751 -0.013  0.088
H 2.662 0.191 -1.527  0.093

## Properties
- structure (SMILES) = CC(C)c1cc[nH][n+]1C
- total charge = +1
- lowest unoccupied orbital energy (hartree) = -0.1187

=====

Energies relative to the most stable structure are arrangement w 71.3; arrangement x 0.0, reported in kcal/mol.

=====

Arrangement w

An isolated ion of composition C5H12N3S and charge +1, computed with the ωB97M-V functional and the def2-TZVPD basis.

Last column: Löwdin charge in e.
Element x y z (Å)
C 1.760 -1.847 1.765  0.054
N 0.715 -1.581 1.116  0.024
C 0.275 -0.383 0.631  -0.603
N 0.666 -0.045 -0.590  0.037
N -0.039 0.801 -1.404  -0.297
C -0.966 0.024 -2.273  0.036
C 0.835 1.678 -2.206  0.008
S -1.247 0.328 1.262  0.916
C -1.334 -0.376 2.938  -0.380
H 2.421 -1.047 2.188  0.116
H 1.926 -2.820 2.202  0.091
H -0.472 1.545 -0.915  0.114
H -1.665 0.705 -2.821  0.134
H -0.392 -0.557 -2.933  0.088
H -1.410 -0.712 -1.576  0.105
H 1.448 0.938 -2.791  0.128
H 0.229 2.279 -2.837  0.086
H 1.431 2.472 -1.613  0.147
H -2.357 -0.221 3.349  0.048
H -0.738 0.344 3.576  0.056
H -1.087 -1.525 2.932  0.089

## Properties
- structure (SMILES) = C=N/C(=N/[NH+](C)C)SC
- total charge = +1
- lowest unoccupied orbital energy (hartree) = -0.1185

=====

Arrangement x

A 2-piece molecular cluster, C5H12N3S overall, computed with the ωB97M-V functional and the def2-TZVPD basis.

Last column: Löwdin charge in e.
Element x y z (Å)
C 1.173 -0.385 -0.013  -0.213
C 2.240 0.451 0.107  -0.485
C 0.085 1.639 0.031  -0.298
C 1.147 -1.932 0.030  0.018
C 3.642 -0.089 0.355  -0.045
N -0.068 0.345 -0.096  -0.193
N -1.299 -0.276 -0.087  0.093
N -3.497 1.642 0.078  0.054
S 1.758 2.106 0.148  1.154
H -0.773 2.304 0.025  0.104
H 2.022 -2.410 0.479  0.092
H 0.903 -2.427 -0.851  0.063
H 0.322 -2.152 0.704  0.083
H 3.498 -0.928 0.945  0.050
H 4.312 0.737 0.727  0.109
H 4.272 -0.428 -0.418  0.077
H -1.524 -0.735 -1.057  0.172
H -2.012 0.526 0.040  0.056
H -4.097 1.169 -0.579  0.057
H -3.695 2.654 0.060  0.074
H -3.780 1.401 0.925  -0.021

## Properties
- total charge = +1
- lowest unoccupied orbital energy (hartree) = -0.1333

=====

Energies relative to the most stable structure are arrangement w 44.7; arrangement x 0.0, reported in kcal/mol.

=====

Arrangement w

A 4-piece molecular cluster, C2H11NO4 overall, computed with the ωB97M-V functional and the def2-TZVPD basis.

Last column: Löwdin charge in e.
Element x y z (Å)
C 1.246 -1.173 -2.285  -0.003
C 0.842 0.114 -1.310  -0.471
N 1.962 0.331 -0.475  0.128
O -0.125 0.851 -1.404  0.032
H 0.470 -1.201 -3.114  0.088
H 1.032 -2.068 -1.729  0.049
H 2.261 -1.037 -2.613  0.052
H 2.801 -0.193 -0.516  0.072
H 1.947 0.880 0.380  0.080
O -3.560 -0.897 0.276  -0.036
H -3.520 -1.024 1.193  -0.003
H -2.951 -1.577 -0.033  0.036
O 1.053 0.597 2.700  -0.070
H 0.515 1.302 3.145  0.066
H 0.796 -0.280 2.926  0.015
O -1.578 1.597 1.309  -0.041
H -1.133 1.427 0.472  0.001
H -2.060 2.352 1.078  0.004

## Properties
- structure (SMILES) = CC(N)=O.O.O.O
- lowest unoccupied orbital energy (hartree) = 0.0211

=====

Arrangement x

A 4-piece molecular cluster, C2H11NO4 overall, computed with the ωB97M-V functional and the def2-TZVPD basis.

Last column: Löwdin charge in e.
Element x y z (Å)
O -2.602 0.204 0.229  -0.018
C -1.870 -0.053 -0.828  -0.311
C -0.346 -0.239 -0.513  -0.198
N -0.065 -1.246 0.392  0.212
H -1.984 0.618 -1.697  0.133
H 0.069 -0.341 -1.539  0.180
H -2.289 -0.987 -1.285  0.148
H 0.944 -1.211 0.697  0.042
H -0.470 -2.124 0.080  0.132
H -0.051 0.766 -0.205  0.107
H 3.326 -1.189 0.970  -0.015
O 2.458 -1.019 0.614  -0.279
H -1.888 1.161 1.270  -0.003
H -1.376 1.710 2.582  0.047
O -1.064 1.526 1.688  -0.057
H 2.248 0.090 -0.387  -0.040
H 2.834 1.486 -1.015  0.028
O 2.122 0.849 -1.053  -0.109

## Properties
- lowest unoccupied orbital energy (hartree) = -0.1725

=====

Energies relative to the most stable structure are arrangement w 0.0; arrangement x 165.3, reported in kcal/mol.

=====

Arrangement w

One molecule with the formula C5H8O2S, computed with the ωB97M-V functional and the def2-TZVPD basis.

Last column: Löwdin charge in e.
Element x y z (Å)
O 1.466 -1.689 -0.697  -0.107
C 1.176 -0.524 0.171  -0.356
C 1.444 0.945 -0.319  -0.118
C 0.044 1.348 0.337  -0.040
C -0.258 -0.253 0.048  -0.310
O -1.260 -0.841 0.881  -0.070
C -2.501 -0.876 0.522  -0.653
S -3.263 0.063 -0.678  0.592
H 1.721 -1.140 -1.643  0.182
H 1.652 -0.732 1.176  0.174
H 2.457 1.284 0.091  0.121
H 1.427 0.825 -1.542  0.158
H 0.248 1.398 1.513  0.154
H -0.568 2.130 0.004  0.065
H -0.573 -0.371 -0.964  0.112
H -3.212 -1.568 1.100  0.095

## Properties
- structure (SMILES) = O[C@H]1CC[C@@H]1OC=S
- lowest unoccupied orbital energy (hartree) = 0.0140

=====

Arrangement x

One molecule with the formula C5H8O2S, computed with the ωB97M-V functional and the def2-TZVPD basis.

Last column: Löwdin charge in e.
Element x y z (Å)
C 1.384 1.924 0.902  0.034
C 1.697 0.742 0.397  -0.173
C 1.016 -0.487 0.861  -0.383
O 0.707 -0.495 2.275  -0.030
C -0.287 -0.657 0.078  -0.698
O -1.288 -0.846 0.731  0.031
S -0.219 -0.507 -1.653  0.969
C -1.995 -0.756 -1.954  -0.368
H 0.841 2.007 1.815  0.061
H 1.684 2.845 0.354  0.077
H 2.238 0.643 -0.563  0.107
H 1.582 -1.428 0.568  0.164
H -0.271 -0.579 2.251  0.079
H -2.410 -1.726 -1.597  0.064
H -2.598 -0.006 -1.445  0.046
H -2.081 -0.674 -3.020  0.019

## Properties
- structure (SMILES) = C=C[C@@H](O)C(=O)SC
- lowest unoccupied orbital energy (hartree) = 0.0188

=====

Energies relative to the most stable structure are arrangement w 55.0; arrangement x 0.0, reported in kcal/mol.